(1)
C20H28N4O4S in the gas phase, computed with ωB97M-V/def2-TZVPD.

Atoms and positions in Å:
C (1.75, 6.05, 3.86)
O (2.40, 5.07, 3.09)
C (1.68, 4.02, 2.61)
C (0.32, 3.85, 2.82)
C (-0.32, 2.74, 2.29)
C (0.40, 1.82, 1.55)
S (-0.41, 0.42, 0.81)
O (0.42, -0.75, 0.97)
O (-1.76, 0.34, 1.31)
N (-0.41, 0.86, -0.79)
C (0.23, 0.00, -1.77)
C (-0.65, -0.26, -2.99)
C (-2.12, -0.50, -2.61)
C (-2.30, -1.89, -1.99)
O (-2.63, -2.84, -2.67)
N (-2.07, -1.99, -0.67)
C (-2.30, -3.20, 0.08)
C (-1.02, -3.77, 0.70)
C (-0.20, -4.64, -0.25)
N (0.60, -3.88, -1.17)
C (1.78, -3.25, -0.87)
C (2.21, -2.69, -2.04)
N (1.34, -2.97, -3.04)
C (0.39, -3.68, -2.49)
C (-2.68, 0.66, -1.75)
C (-1.56, 1.59, -1.25)
C (1.75, 1.99, 1.34)
C (2.42, 3.08, 1.86)
C (3.88, 3.29, 1.66)
H (1.32, 5.63, 4.77)
H (2.52, 6.77, 4.13)
H (0.97, 6.56, 3.29)
H (-0.25, 4.56, 3.39)
H (-1.38, 2.58, 2.44)
H (1.17, 0.48, -2.10)
H (0.50, -0.93, -1.27)
H (-0.61, 0.60, -3.66)
H (-0.26, -1.13, -3.52)
H (-2.69, -0.55, -3.55)
H (-1.83, -1.18, -0.12)
H (-3.02, -2.98, 0.87)
H (-2.75, -3.92, -0.62)
H (-0.41, -2.95, 1.07)
H (-1.31, -4.39, 1.56)
H (0.47, -5.28, 0.33)
H (-0.87, -5.28, -0.84)
H (2.18, -3.24, 0.12)
H (3.10, -2.11, -2.22)
H (-0.47, -4.06, -3.01)
H (-3.22, 0.27, -0.89)
H (-3.38, 1.26, -2.34)
H (-1.23, 2.27, -2.05)
H (-1.92, 2.19, -0.41)
H (2.28, 1.24, 0.77)
H (4.06, 4.24, 1.15)
H (4.39, 3.34, 2.63)
H (4.31, 2.48, 1.08)

Results
frontier orbital gap	8.948	eV
highest occupied orbital energy	-8.44	eV
net charge	0
SMILES	COc1ccc(S(=O)(=O)N2CCC(C(=O)NCCCn3ccnc3)CC2)cc1C



(2)
C5H13NOS in the gas phase, computed with ωB97M-V/def2-TZVPD.

Atoms and positions in Å:
O (-2.63, 3.33, -1.90)
C (-2.39, 2.30, -0.91)
C (-1.51, 1.16, -1.39)
C (-0.12, 1.10, -0.71)
N (-0.11, 0.08, 0.33)
C (1.21, -0.38, 0.74)
C (1.09, -1.72, 1.49)
S (2.41, -2.91, 1.23)
H (-2.37, 3.05, -2.79)
H (-3.36, 1.97, -0.53)
H (-1.87, 2.89, -0.16)
H (-1.32, 1.22, -2.47)
H (-1.98, 0.19, -1.21)
H (0.61, 0.79, -1.45)
H (0.11, 2.10, -0.34)
H (-0.58, 0.41, 1.17)
H (1.81, -0.51, -0.16)
H (1.76, 0.32, 1.38)
H (0.13, -2.18, 1.27)
H (1.13, -1.52, 2.56)
H (2.47, -2.93, -0.11)

Results
frontier orbital gap	9.979	eV
highest occupied orbital energy	-9.04	eV
net charge	0
SMILES	OCCCNCCS



(3)
A molecular structure, C31H42InN3P, computed with ωB97M-V/def2-TZVPD.

Atoms and positions in Å:
In (-0.96, -0.43, -0.68)
N (0.15, -2.89, 3.34)
N (-1.27, -3.00, -2.52)
C (1.27, 2.36, -0.31)
C (2.18, 1.30, -0.05)
C (2.12, 0.99, 1.37)
C (2.67, -0.13, 2.03)
H (3.32, -0.79, 1.43)
H (1.48, -1.09, 2.43)
H (2.95, 0.02, 3.08)
C (1.07, 1.82, 1.92)
C (0.50, 1.69, 3.27)
H (0.83, 2.51, 3.93)
H (0.81, 0.75, 3.74)
H (-0.60, 1.71, 3.26)
C (0.59, 2.68, 0.90)
C (-0.53, 3.64, 1.07)
H (-1.29, 3.18, 1.71)
H (-0.97, 3.88, 0.10)
H (-0.22, 4.58, 1.55)
C (2.97, 0.56, -1.04)
H (3.75, 1.21, -1.48)
H (2.34, 0.21, -1.88)
H (3.46, -0.31, -0.60)
C (1.03, 2.91, -1.67)
H (0.07, 3.44, -1.70)
H (1.00, 2.09, -2.40)
H (1.82, 3.61, -1.99)
C (-0.34, -3.96, 3.87)
H (0.11, -4.26, 4.84)
C (-1.32, -4.70, 3.22)
H (-1.57, -5.66, 3.67)
C (-1.93, -4.26, 2.05)
H (-2.64, -4.89, 1.52)
C (-1.58, -2.92, 1.47)
H (-1.39, -3.06, 0.38)
C (-0.34, -2.39, 2.22)
C (0.46, -1.26, 1.84)
H (0.74, -1.23, 0.75)
C (-1.39, -1.71, -2.79)
C (-0.08, -3.40, -3.13)
H (0.60, -4.12, -2.68)
C (0.10, -2.65, -4.27)
H (0.54, -2.97, -5.16)
N (-0.64, -1.47, -3.98)
C (-0.69, -0.26, -4.66)
C (0.50, 0.27, -5.21)
C (0.47, 1.56, -5.76)
H (1.41, 1.97, -6.19)
C (-0.70, 2.32, -5.77)
C (-0.81, 3.62, -6.53)
H (-1.35, 4.37, -5.93)
H (-1.39, 3.46, -7.46)
H (0.18, 4.00, -6.80)
C (-1.81, 1.86, -5.06)
H (-2.68, 2.54, -4.94)
C (-1.82, 0.58, -4.48)
C (-2.97, 0.27, -3.59)
H (-3.00, -0.79, -3.27)
H (-3.91, 0.53, -4.08)
H (-2.93, 0.88, -2.68)
C (1.78, -0.43, -4.96)
H (1.78, -1.47, -5.28)
H (2.07, -0.41, -3.90)
H (2.57, 0.09, -5.51)
C (-2.53, -0.66, 2.81)
P (-3.16, -1.91, 1.67)
C (-4.47, -2.63, 2.70)
C (-4.01, -1.16, 0.25)
H (-2.33, -1.17, 3.75)
H (-1.60, -0.21, 2.45)
H (-3.29, 0.12, 2.95)
H (-4.18, -3.61, 3.10)
H (-4.66, -1.94, 3.54)
H (-5.41, -2.73, 2.13)
H (-5.05, -1.53, 0.20)
H (-4.04, -0.06, 0.38)
H (-3.54, -1.39, -0.72)

Results
frontier orbital gap (spin up / spin down)	3.890 / 4.511	eV
highest occupied orbital energy (spin up / spin down)	-1.73 / -2.35	eV
net charge	-1



Record order is preserved below.
E_tot: -1697.096142, -726.449219, -1901.858346 hartree
Record order is preserved below.
Energy above the lowest of the compared OMol25 structures with the same formula, charge and spin: 2.5996, 1.4118, 5.2151 eV